A molecular structure, C9H31HgO9 in a non-equilibrium geometry, computed with the ωB97M-V functional and the def2-TZVPD basis.

Geometry as ORCA input:
```
! RIJCOSX wB97M-V def2-TZVPD def2/J DEFGRID3
* xyz 1 1
Hg 3.059 -21.041 8.217
C 4.007 -22.403 4.173
C 3.676 -21.933 5.562
O 2.588 -22.041 6.151
O 4.615 -21.473 6.234
H 4.535 -23.355 4.232
H 4.672 -21.672 3.713
H 3.111 -22.529 3.564
C 6.322 -20.702 8.853
O 5.022 -20.091 9.170
H 6.065 -21.753 8.721
H 6.753 -20.337 7.921
H 6.962 -20.574 9.727
H 5.175 -19.164 9.366
C 4.166 -18.821 2.696
O 4.831 -19.266 1.514
H 4.793 -18.090 3.208
H 3.266 -18.226 2.539
H 3.903 -19.659 3.342
H 4.769 -18.550 0.878
C -0.407 -23.330 4.373
O 0.367 -22.128 4.242
H -0.947 -23.323 3.426
H 0.170 -24.227 4.599
H -1.044 -23.134 5.236
H 0.952 -22.164 5.002
C 7.236 -20.158 4.767
O 7.334 -21.458 5.214
H 6.758 -20.187 3.788
H 6.692 -19.426 5.363
H 8.209 -19.707 4.569
H 6.481 -21.764 5.529
C 1.521 -25.364 1.639
O 2.258 -26.537 1.426
H 0.464 -25.565 1.466
H 1.652 -24.941 2.635
H 1.829 -24.564 0.965
H 1.722 -27.191 0.972
C 3.262 -26.249 5.440
O 2.630 -27.028 6.481
H 3.000 -26.614 4.447
H 2.987 -25.202 5.566
H 4.345 -26.372 5.434
H 2.619 -27.951 6.220
C 0.882 -20.563 0.888
O 1.125 -21.875 1.386
H -0.167 -20.267 0.909
H 1.452 -19.840 1.471
H 1.202 -20.436 -0.146
H 0.802 -21.900 2.290
*
```

Output
Lowest unoccupied orbital energy (eV): -7.966
F_max (hartree/bohr): 0.075
DFT total energy (Ha): -1191.62422
Orbital gap (eV): 4.0

Here are the natural (NBO) charges for atoms 1 to 8, given in e:
1. Hg 1.46
2. C -0.72
3. C 0.79
4. O -0.71
5. O -0.73
6. H 0.27
7. H 0.27
8. H 0.27

=====

8 unconnected molecules or ions with the total composition C9H31INO7 in a non-equilibrium geometry, computed with the ωB97M-V functional and the def2-TZVPD basis.

Geometry as ORCA input:
```
! RIJCOSX wB97M-V def2-TZVPD def2/J DEFGRID3
* xyz -1 1
I 2.707 0.519 0.782
O 4.421 -2.018 -1.183
H 4.972 -1.772 -0.433
H 3.618 -1.496 -1.050
O 6.490 0.292 1.199
H 5.537 0.144 1.127
H 6.594 1.209 0.931
O 1.404 -0.045 4.130
H 1.278 0.884 4.343
H 1.537 -0.047 3.170
O 0.891 -2.479 2.131
H 0.932 -1.798 1.444
H 1.741 -2.419 2.577
O 3.924 2.395 3.629
H 4.594 3.046 3.405
H 3.523 2.160 2.777
O 2.934 2.280 -2.506
H 3.423 1.470 -2.677
H 2.580 2.137 -1.619
C -1.351 1.636 0.207
C -1.993 0.255 0.468
C -3.509 0.371 0.320
C -4.015 0.428 -1.110
C -3.507 -0.815 -1.819
C -1.976 -0.886 -1.797
N -1.521 -0.775 -0.432
O -0.154 -1.059 -0.284
C -1.573 -2.249 -2.349
C -1.369 0.187 -2.741
C -1.705 -0.175 1.896
H -1.199 2.168 1.150
H -0.362 1.629 -0.262
H -1.974 2.263 -0.436
H -4.021 -0.432 0.859
H -3.811 1.279 0.861
H -5.106 0.476 -1.137
H -3.661 1.331 -1.616
H -3.838 -0.864 -2.856
H -3.839 -1.687 -1.245
H -1.864 -3.042 -1.654
H -0.487 -2.331 -2.441
H -1.986 -2.451 -3.338
H -1.729 0.090 -3.768
H -0.285 0.060 -2.753
H -1.614 1.191 -2.401
H -2.041 -1.201 2.045
H -0.653 -0.074 2.156
H -2.278 0.421 2.615
H 0.322 -0.208 -0.313
*
```

Output
Lowest unoccupied orbital energy (eV): 2.680
F_max (hartree/bohr): 0.028
DFT total energy (Ha): -1240.74387
Orbital gap (eV): 8.3

Here are the natural (NBO) charges for atoms 1 to 8, given in e:
1. I -0.93
2. O -0.96
3. H 0.47
4. H 0.48
5. O -0.96
6. H 0.49
7. H 0.46
8. O -0.96

=====

A molecular structure, C9H32AgF2NO13S2 in a non-equilibrium geometry, computed with the ωB97M-V functional and the def2-TZVPD basis.

Geometry as ORCA input:
```
! RIJCOSX wB97M-V def2-TZVPD def2/J DEFGRID3
* xyz -1 2
Ag -2.142 2.107 -1.538
O -1.267 2.426 0.196
C -0.551 1.164 0.080
C -0.825 0.073 -0.979
O -1.313 0.498 -2.268
H -0.735 0.741 1.068
H 0.489 1.480 -0.005
H -1.592 -0.661 -0.728
H 0.098 -0.463 -1.198
N 0.793 2.169 2.630
S 0.796 0.694 2.988
O 0.497 0.206 4.313
O 1.621 -0.140 2.189
F -0.718 0.513 2.434
S 2.327 2.413 3.359
O 3.526 2.188 2.512
O 2.385 2.198 4.810
F 2.077 3.985 3.228
C -3.010 -1.546 -1.815
O -4.279 -1.706 -2.398
H -2.684 -2.519 -1.447
H -2.247 -1.135 -2.476
H -3.109 -0.984 -0.886
H -4.956 -1.309 -1.846
C 2.611 -1.211 0.421
O 1.343 -0.862 -0.168
H 2.790 -2.282 0.337
H 3.453 -0.807 -0.141
H 2.800 -0.902 1.449
H 1.093 0.058 -0.053
C 0.274 -2.389 -2.510
O -0.121 -1.233 -3.201
H 1.167 -2.227 -1.905
H -0.436 -2.673 -1.734
H 0.405 -3.298 -3.098
H -0.280 -0.669 -2.441
C -3.112 -0.818 1.407
O -4.309 -0.175 1.026
H -3.236 -1.900 1.376
H -2.234 -0.541 0.824
H -2.917 -0.459 2.418
H -5.009 -0.775 0.758
C -0.094 -2.125 1.359
O -0.219 -2.883 2.570
H 0.763 -2.435 0.761
H -0.994 -2.165 0.746
H 0.200 -1.093 1.545
H 0.614 -3.009 3.029
C 1.393 1.133 -2.781
O 0.861 0.936 -4.069
H 2.139 1.925 -2.710
H 0.587 1.320 -2.071
H 1.873 0.272 -2.318
H 1.639 1.009 -4.627
C 2.117 2.685 0.436
O 1.227 3.791 0.313
H 1.549 2.027 1.094
H 2.247 2.271 -0.564
H 3.116 2.917 0.805
H 1.519 4.197 -0.507
*
```

Output
Lowest unoccupied orbital energy (alpha / beta) (eV): 1.931 / 0.275
F_max (hartree/bohr): 0.147
DFT total energy (Ha): -2537.48189
Orbital gap (alpha / beta) (eV): 8.0 / 6.1

Here are the natural (NBO) charges for atoms 1 to 8, given in e:
1. Ag 0.98
2. O -0.48
3. C -0.31
4. C -0.27
5. O -0.94
6. H 0.31
7. H 0.21
8. H 0.22

=====

A molecular structure, C9H32BN13O14P2S2Ta in a non-equilibrium geometry, computed with the ωB97M-V functional and the def2-TZVPD basis.

Geometry as ORCA input:
```
! RIJCOSX wB97M-V def2-TZVPD def2/J DEFGRID3
* xyz -1 1
C -5.091 -6.084 -0.720
C -5.091 -5.122 0.005
Ta -5.048 -3.463 1.525
N -6.239 -2.193 0.218
C -5.989 -1.037 0.439
O -5.802 0.099 0.645
O -3.345 -2.644 0.738
B -3.097 -2.885 -0.612
O -2.181 -3.860 -0.951
O -3.693 -2.102 -1.556
P -3.508 -4.963 3.009
O -2.079 -4.950 2.231
O -3.181 -4.209 4.417
S -4.030 -6.796 3.259
P -7.301 -4.243 2.575
O -8.269 -2.921 2.624
O -8.065 -5.203 1.505
S -7.226 -4.996 4.340
H -5.107 -6.953 -1.335
H -5.041 -2.164 2.827
H -1.323 -3.694 -0.559
H -4.496 -2.488 -1.950
H -1.845 -4.040 2.010
H -2.723 -3.383 4.228
H -8.569 -2.730 1.729
H -7.959 -4.827 0.623
C -5.530 -3.412 -4.522
O -5.421 -3.297 -3.318
N -5.859 -2.358 -5.334
N -5.329 -4.611 -5.150
H -5.951 -2.432 -6.327
H -6.002 -1.470 -4.892
H -5.077 -5.388 -4.569
H -5.409 -4.740 -6.139
C -2.961 2.991 1.804
O -2.811 4.038 2.424
N -1.923 2.353 1.182
N -4.170 2.367 1.692
H -2.037 1.486 0.692
H -1.008 2.771 1.240
H -4.954 2.794 2.143
H -4.311 1.509 1.188
C 1.562 2.750 2.907
O 1.055 3.174 1.880
N 0.889 2.801 4.099
N 2.811 2.202 2.945
H 1.264 2.457 4.961
H -0.036 3.192 4.084
H 3.334 2.148 2.090
H 3.237 1.854 3.781
C 5.280 1.022 0.339
O 5.499 1.363 1.495
N 4.770 1.863 -0.596
N 5.541 -0.257 -0.091
H 4.603 1.595 -1.546
H 4.595 2.818 -0.339
H 5.909 -0.900 0.582
H 5.369 -0.569 -1.026
C 6.018 5.485 -1.589
O 5.274 4.530 -1.747
N 5.531 6.763 -1.464
N 7.373 5.354 -1.520
H 6.113 7.565 -1.324
H 4.537 6.880 -1.502
H 7.768 4.430 -1.610
H 7.990 6.129 -1.381
C 10.601 3.715 -2.195
O 9.432 3.458 -2.426
N 11.242 4.771 -2.788
N 11.355 2.971 -1.331
H 12.202 5.002 -2.619
H 10.713 5.321 -3.436
H 10.904 2.197 -0.882
H 12.316 3.164 -1.126
*
```

Output
Lowest unoccupied orbital energy (eV): 1.213
F_max (hartree/bohr): 0.064
DFT total energy (Ha): -3688.84621
Orbital gap (eV): 6.1

Here are the Mulliken charges for atoms 1 to 8, given in e:
1. C -0.75
2. C -0.13
3. Ta 1.25
4. N -0.73
5. C 0.84
6. O -0.64
7. O -0.83
8. B 0.76

=====

Question: Which of these has the highest DFT total energy?
Answer: C9H31HgO9

=====

Question: Number 2 is which compound?
Answer: C9H31INO7

=====

Question: Which value of F_max does entry 4 give?
Answer: 0.064 hartree/bohr

=====

Repeat the fourth record exactly.
A molecular structure, C9H32BN13O14P2S2Ta in a non-equilibrium geometry, computed with the ωB97M-V functional and the def2-TZVPD basis.

Geometry as ORCA input:
```
! RIJCOSX wB97M-V def2-TZVPD def2/J DEFGRID3
* xyz -1 1
C -5.091 -6.084 -0.720
C -5.091 -5.122 0.005
Ta -5.048 -3.463 1.525
N -6.239 -2.193 0.218
C -5.989 -1.037 0.439
O -5.802 0.099 0.645
O -3.345 -2.644 0.738
B -3.097 -2.885 -0.612
O -2.181 -3.860 -0.951
O -3.693 -2.102 -1.556
P -3.508 -4.963 3.009
O -2.079 -4.950 2.231
O -3.181 -4.209 4.417
S -4.030 -6.796 3.259
P -7.301 -4.243 2.575
O -8.269 -2.921 2.624
O -8.065 -5.203 1.505
S -7.226 -4.996 4.340
H -5.107 -6.953 -1.335
H -5.041 -2.164 2.827
H -1.323 -3.694 -0.559
H -4.496 -2.488 -1.950
H -1.845 -4.040 2.010
H -2.723 -3.383 4.228
H -8.569 -2.730 1.729
H -7.959 -4.827 0.623
C -5.530 -3.412 -4.522
O -5.421 -3.297 -3.318
N -5.859 -2.358 -5.334
N -5.329 -4.611 -5.150
H -5.951 -2.432 -6.327
H -6.002 -1.470 -4.892
H -5.077 -5.388 -4.569
H -5.409 -4.740 -6.139
C -2.961 2.991 1.804
O -2.811 4.038 2.424
N -1.923 2.353 1.182
N -4.170 2.367 1.692
H -2.037 1.486 0.692
H -1.008 2.771 1.240
H -4.954 2.794 2.143
H -4.311 1.509 1.188
C 1.562 2.750 2.907
O 1.055 3.174 1.880
N 0.889 2.801 4.099
N 2.811 2.202 2.945
H 1.264 2.457 4.961
H -0.036 3.192 4.084
H 3.334 2.148 2.090
H 3.237 1.854 3.781
C 5.280 1.022 0.339
O 5.499 1.363 1.495
N 4.770 1.863 -0.596
N 5.541 -0.257 -0.091
H 4.603 1.595 -1.546
H 4.595 2.818 -0.339
H 5.909 -0.900 0.582
H 5.369 -0.569 -1.026
C 6.018 5.485 -1.589
O 5.274 4.530 -1.747
N 5.531 6.763 -1.464
N 7.373 5.354 -1.520
H 6.113 7.565 -1.324
H 4.537 6.880 -1.502
H 7.768 4.430 -1.610
H 7.990 6.129 -1.381
C 10.601 3.715 -2.195
O 9.432 3.458 -2.426
N 11.242 4.771 -2.788
N 11.355 2.971 -1.331
H 12.202 5.002 -2.619
H 10.713 5.321 -3.436
H 10.904 2.197 -0.882
H 12.316 3.164 -1.126
*
```

Output
Lowest unoccupied orbital energy (eV): 1.213
F_max (hartree/bohr): 0.064
DFT total energy (Ha): -3688.84621
Orbital gap (eV): 6.1

Here are the Mulliken charges for atoms 1 to 8, given in e:
1. C -0.75
2. C -0.13
3. Ta 1.25
4. N -0.73
5. C 0.84
6. O -0.64
7. O -0.83
8. B 0.76